The following is a quantum chemistry calculation of C31H62BrIrN2O2Si as an isolated structure, from the OMol25 dataset.

```
100
C31H62BrIrN2O2Si | the OMol25 dataset | ωB97M-V with the def2-TZVPD basis set
Ir 0.087 -1.449 -1.789
Br -0.711 0.134 -0.158
Si -1.777 3.062 1.708
O -2.073 0.578 -5.174
O -1.257 -0.058 -3.171
N -0.786 -1.218 -5.045
N -0.095 -2.190 -4.299
C 4.124 -1.807 1.719
C -1.392 4.585 -0.739
C -0.419 -4.757 -0.658
C -0.018 4.958 2.912
C 3.673 -1.953 -1.878
C 2.636 0.180 1.164
C -2.939 1.978 2.844
C 3.389 -2.034 -3.391
C 2.684 -1.332 1.453
C 0.919 -2.907 0.542
C 0.012 3.531 2.339
C 1.049 3.463 1.206
C -2.500 4.069 0.190
C -3.438 3.214 -0.677
C 4.716 -3.041 -1.538
C 1.462 -3.187 -1.646
C -3.327 2.822 4.070
C 0.225 -5.890 0.164
C -3.279 5.277 0.740
C 1.912 -1.543 2.767
C -1.747 -4.339 -0.009
C 2.068 -2.117 0.323
C 0.546 -3.610 -0.631
C 0.470 2.587 3.458
C 4.275 -0.562 -1.645
C -1.382 -0.202 -4.383
C -0.684 -5.248 -2.081
C -4.218 1.577 2.102
C 2.433 -2.284 -1.077
C -2.259 0.683 3.312
C -2.792 1.673 -4.596
H 0.975 5.215 3.273
H 5.140 -0.435 -2.292
H 2.829 0.411 0.125
H -2.908 2.355 -1.080
H 0.842 -2.308 -4.683
H 4.166 -2.895 1.737
H -2.466 3.080 4.678
H -3.559 1.301 -3.914
H 4.362 -4.022 -1.845
H 1.982 -2.573 3.105
H 2.358 -0.912 3.531
H 0.916 2.576 0.595
H 1.013 4.336 0.567
H 3.554 0.215 -1.902
H -1.135 -4.459 -2.680
H -4.824 0.950 2.750
H 0.869 -1.257 2.672
H -4.010 2.255 4.696
H 5.638 -2.823 -2.070
H -2.995 0.077 3.834
H -1.857 5.143 -1.547
H -2.628 5.951 1.287
H 4.833 -1.434 0.991
H -0.834 3.757 -1.170
H -2.119 2.340 -4.055
H -4.094 4.979 1.393
H -0.298 5.696 2.166
H -3.245 2.185 -5.439
H 2.554 -1.382 -3.656
H 0.230 -5.590 -2.558
H 4.616 -0.416 -0.628
H 0.406 -3.001 1.478
H -2.168 -3.475 -0.526
H -1.373 -6.086 -2.051
H 4.931 -3.072 -0.477
H 0.376 -5.591 1.198
H -0.942 -1.323 -6.041
H 4.435 -1.444 2.694
H 3.192 -3.049 -3.722
H 1.187 -6.173 -0.257
H -0.181 2.648 4.325
H 1.463 2.885 3.781
H -1.888 0.113 2.467
H -1.446 0.864 4.004
H 2.041 3.426 1.646
H -4.311 2.873 -0.137
H 3.364 0.696 1.780
H -0.575 -3.090 -4.367
H 1.645 0.545 1.412
H -3.789 3.825 -1.504
H -3.704 5.837 -0.090
H -3.830 3.738 3.778
H -0.428 -6.759 0.148
H 1.607 -3.724 -2.567
H -1.613 -4.082 1.038
H 0.519 1.560 3.109
H -4.820 2.441 1.843
H -2.460 -5.157 -0.065
H -0.710 5.258 -0.234
H 4.266 -1.690 -3.934
H -3.984 1.005 1.209
H -0.706 5.033 3.752
```

Values from the calculation:
2S+1: 5
Total energy, Eh: -4445.613843
HOMO (spin up / spin down), eV: -13.16 / -14.27
Orbital gap (spin up / spin down), eV: 6.98 / 7.35
Charge: +2

Atomic partial charges in e from the Löwdin method, atoms 1 to 2: Ir 1.04; Br 0.23

=====

The following is a quantum chemistry calculation of a 5-piece molecular cluster, C31H62N2O4 overall at a distorted geometry, from the OMol25 dataset.

```
99
C31H62N2O4 | the OMol25 dataset | ωB97M-V with the def2-TZVPD basis set
O -1.105 2.583 -2.566
O -2.929 3.678 -3.439
O -0.408 0.416 -2.422
O -4.290 2.643 -0.920
N -4.237 -0.223 1.543
N -3.876 3.871 1.155
C 5.890 1.152 4.192
C 2.903 -2.795 -3.234
C -2.552 0.111 -0.190
C -4.004 -0.288 0.084
C 0.749 -3.454 -1.058
C -5.315 -4.487 -0.767
C 5.422 1.691 1.742
C -2.366 1.190 -1.184
C 2.257 7.833 2.847
C 6.289 -0.525 -0.290
C -1.175 1.256 -2.084
C -4.027 3.249 0.192
C 0.951 5.381 1.410
C -6.172 -7.110 -2.237
C -3.092 2.243 -1.499
C 2.605 -1.969 -1.981
C -7.015 -3.558 0.890
C 3.913 -3.922 -3.027
C -6.250 -4.573 -1.974
C -5.990 -4.648 0.593
C 0.280 6.043 0.208
C 6.477 1.543 2.839
C 2.085 -2.768 -0.787
C 4.644 0.414 1.420
C 0.540 5.946 2.770
C 5.505 -0.775 0.995
C -7.049 -5.872 -2.075
C 5.285 -3.411 -2.599
C 0.784 7.445 2.944
C -1.237 5.879 0.200
C -2.407 2.984 -2.626
H 4.851 -1.640 0.846
H 2.383 8.906 2.999
H 0.207 8.009 2.207
H -3.985 0.703 1.871
H -5.219 -4.624 1.367
H 3.273 -2.122 -4.013
H 1.965 -2.085 0.059
H 5.168 1.897 4.532
H -7.719 -5.799 -2.936
H 2.677 7.590 1.870
H -6.947 -3.730 -1.959
H -6.466 -5.629 0.669
H 0.687 5.601 -0.705
H -6.537 -2.575 0.870
H 0.533 7.106 0.168
H 0.404 7.745 3.924
H 5.609 -0.299 -1.115
H -0.518 5.737 2.948
H -1.701 6.337 1.074
H -5.556 -7.035 -3.135
H 6.867 -1.409 -0.561
H -2.017 0.315 0.726
H -1.670 6.350 -0.685
H 3.928 0.636 0.622
H 0.726 4.310 1.397
H 4.709 2.466 2.041
H -6.785 -8.008 -2.326
H 7.231 0.810 2.540
H -5.655 -4.452 -2.885
H 2.824 -3.511 -0.476
H 5.227 -2.878 -1.650
H 4.044 0.124 2.287
H -2.056 -0.759 -0.608
H 1.870 -1.200 -2.238
H 5.986 -4.237 -2.472
H 3.508 -1.429 -1.677
H -4.733 0.342 -0.416
H -7.831 -3.560 0.167
H 6.195 -1.051 1.797
H 0.823 -4.177 -1.872
H 0.405 -3.993 -0.174
H 5.386 0.186 4.152
H 2.845 7.316 3.608
H -0.015 -2.721 -1.325
H 6.676 1.079 4.946
H -4.803 -3.519 -0.795
H -5.509 -7.252 -1.382
H 5.905 2.064 0.835
H -7.451 -3.703 1.879
H 2.036 5.458 1.295
H -5.238 -0.296 1.674
H 5.696 -2.730 -3.347
H 1.973 -3.219 -3.625
H 6.987 0.306 -0.185
H -1.510 4.822 0.190
H 3.542 -4.637 -2.288
H 4.016 -4.479 -3.962
H -7.692 -5.990 -1.199
H 7.002 2.495 2.943
H 1.086 5.406 3.550
H -4.529 -5.241 -0.861
H -4.189 -1.297 -0.249
```

Values from the calculation:
2S+1: 1
Total energy, Eh: -1628.790543
HOMO, eV: -10.11
Structure (SMILES): N#COC1=C(CCN)C(=O)OC1=O.CCCCCC.CCCCCC.CCCCCC.CCCCCC
Orbital gap, eV: 8.99

Atomic partial charges in e from the Löwdin method, atoms 1 to 2: O 0.15; O 0.21

=====

The following is a quantum chemistry calculation of C31H62NO10S2 as an isolated structure at a distorted geometry, from the OMol25 dataset.

```
106
C31H62NO10S2 | the OMol25 dataset | ωB97M-V with the def2-TZVPD basis set
S -0.406 -0.600 -3.140
S 1.609 1.293 -2.980
O -0.416 -5.147 3.429
O 1.889 2.318 -2.001
O -1.555 0.209 -3.443
O -0.731 -1.820 -2.423
O -4.798 10.659 1.901
O 2.037 -2.722 -5.295
O 0.060 -6.600 -4.142
O -1.515 7.076 1.427
O 1.031 1.798 -4.215
O 2.425 -3.584 3.622
N 0.753 0.123 -2.298
C -5.076 9.660 2.522
C 0.267 -6.695 -5.327
C -0.352 -7.809 -6.144
C -2.751 -4.736 3.590
C 4.196 0.758 -1.118
C 0.333 -1.188 -4.659
C -6.316 8.856 2.213
C 2.628 -4.263 4.595
C -0.980 -1.728 1.777
C 2.411 -3.735 5.994
C -4.194 9.150 3.636
C -1.720 9.134 0.266
C -0.177 -2.532 0.746
C -1.979 3.868 0.616
C 3.170 0.577 -3.497
C -0.352 7.154 -0.650
C 1.342 -2.615 1.030
C 4.044 -0.052 -2.406
C -1.223 7.719 0.445
C -0.231 0.433 0.740
C 2.199 -2.096 -0.139
C 3.295 0.261 0.017
C -1.196 2.778 1.371
C 3.420 -1.246 0.291
C -1.506 -5.277 2.928
C -1.688 -5.980 1.605
C -0.479 1.886 0.345
C 1.225 -2.387 -4.427
C -1.426 -0.350 1.267
C 3.098 -5.694 4.472
C 1.151 -5.720 -6.065
H 3.600 0.779 0.927
H -0.062 6.138 -0.400
H -2.762 3.360 0.054
H -0.721 -6.314 1.237
H -6.040 7.841 1.925
H -6.857 9.325 1.395
H -4.755 9.120 4.572
H -3.834 8.147 3.399
H 4.282 -1.637 -0.250
H 1.533 -4.972 -5.377
H -0.968 1.948 -0.626
H 2.504 -2.902 -0.805
H -3.340 9.813 3.754
H 1.575 -3.666 1.165
H -2.379 4.633 1.270
H -1.305 4.286 -0.129
H 0.097 -0.067 -0.172
H 4.059 -5.820 4.974
H 3.659 1.351 -4.081
H -3.450 -5.549 3.795
H 0.580 -5.219 -6.849
H -0.961 -8.437 -5.498
H -0.982 -7.389 -6.930
H 2.908 -0.218 -4.192
H 1.130 -2.954 -3.490
H -2.128 -5.298 0.877
H 3.599 -1.420 1.350
H -0.898 7.144 -1.594
H 2.279 0.567 -0.223
H 1.651 -4.329 6.504
H -3.232 -4.005 2.938
H -2.344 -6.845 1.727
H 1.992 -6.252 -6.514
H -1.883 0.149 2.123
H 0.607 0.341 1.435
H 0.890 -0.415 -5.175
H 1.582 -2.063 1.928
H -6.963 8.814 3.091
H 3.210 -5.944 3.420
H 2.364 -6.366 4.920
H 0.431 -8.417 -6.601
H -0.572 -3.549 0.730
H 3.695 -1.062 -2.215
H -1.908 2.232 1.983
H -0.390 -1.568 2.681
H 5.035 -0.167 -2.849
H -0.879 9.826 0.192
H -2.183 -0.466 0.491
H -2.481 -4.252 4.526
H 4.039 1.819 -1.286
H 1.560 -1.445 -0.734
H 2.077 -2.702 5.939
H -0.445 3.263 1.991
H -2.332 9.409 1.121
H -0.346 -2.135 -0.254
H 0.505 2.332 0.187
H -0.482 -1.506 -5.308
H 0.546 7.763 -0.763
H -2.325 9.208 -0.639
H 3.343 -3.778 6.562
H 5.230 0.669 -0.773
H -1.873 -2.285 2.070
```

Values from the calculation:
2S+1: 1
Total energy, Eh: -2821.942797
HOMO, eV: -6.37
Orbital gap, eV: 8.62
Charge: -1

Atomic partial charges in e from the Löwdin method, atoms 1 to 2: S 0.51; S 0.52